# 1
Below is C5H4O2 in the gas phase, with properties calculated with the ωB97M-V functional and the def2-TZVPD basis.

Geometry as XYZ:
```
11
Properties=species:S:1:pos:R:3:forces:R:3
H 1.28632 1.13989 1.67690 0.0 0.6 -0.5
H 1.90916 0.72688 -0.69042 0.5 -0.6 0.0
C 0.58833 0.89632 0.88006 0.5 1.6 -1.2
O -0.85285 -0.40237 1.68052 -2.7 -0.5 1.5
C 0.12791 -0.40757 -1.23434 -0.2 0.2 0.1
C -0.53199 -1.50339 -0.87096 -0.4 -0.5 0.1
C 0.93760 0.43402 -0.32705 0.4 0.5 0.0
C -0.82270 0.70456 1.18653 0.8 -2.6 -0.7
O -1.11305 -2.48312 -0.62738 0.6 1.1 -0.3
H 0.16275 -0.25532 -2.30989 0.0 -0.1 0.1
H -1.69148 1.15011 0.63604 0.4 0.3 0.9
```
Forces are in eV/Å.

Computed properties:
Calculated total energy (eV): -9341.4587
Orbital gap (eV): 8.815
HOMO (Ha): -0.30758
Multiplicity: 1



# 2
Below is 2 unconnected molecules or ions with the total composition C5H4O2, with properties calculated with the ωB97M-V functional and the def2-TZVPD basis.

Geometry as XYZ:
```
11
Properties=species:S:1:pos:R:3:forces:R:3
H -2.71434 -1.89456 0.64236 0.0 0.0 0.0
O 0.27052 -2.04800 0.49719 -0.1 0.8 -0.2
C 0.83750 1.52728 -0.47388 0.0 0.1 0.0
H 1.23703 2.26305 0.23012 -0.1 -0.1 -0.1
C 0.15935 -0.90104 0.20123 0.1 -0.9 0.2
C -0.55451 1.15055 -0.28632 0.0 -0.4 0.1
C -0.97843 0.03567 0.02543 0.2 0.5 -0.1
C 1.43666 0.06700 -0.13416 0.9 -0.2 0.0
O 2.57594 -0.24485 -0.12827 -0.9 0.3 0.0
H 1.12330 1.81511 -1.48970 0.0 -0.1 0.1
H -3.39303 -1.77019 0.91601 0.0 0.0 0.0
```
Forces are in eV/Å.

Computed properties:
Calculated total energy (eV): -9339.2212
Orbital gap (eV): 9.394
HOMO (Ha): -0.38278
Multiplicity: 1



# 3
Below is C5H4O2 in the gas phase, with properties calculated with the ωB97M-V functional and the def2-TZVPD basis.

Geometry as XYZ:
```
11
Properties=species:S:1:pos:R:3:forces:R:3
C 1.90493 0.70543 -0.19684 2.0 1.2 0.3
H -1.15200 1.03841 0.07887 1.5 -0.5 1.8
C 1.60588 0.74377 2.10269 1.1 0.6 0.9
O 2.89515 1.12917 -0.67760 -0.8 -0.4 -0.3
C -0.41385 0.37830 0.71022 -0.2 -1.0 -1.7
C 0.35943 0.88178 1.83923 -3.4 0.4 -0.1
C 0.73207 -0.07483 -0.39008 -2.2 -1.8 -0.1
O 2.57251 0.84074 2.75653 1.0 -0.2 0.0
H -1.11219 -0.47663 1.04752 1.4 0.9 -0.6
H 1.24722 -1.08584 -0.12227 -1.5 1.1 -0.5
H 0.18047 -0.05134 -1.36804 1.1 -0.3 0.4
```
Forces are in eV/Å.

Computed properties:
Calculated total energy (eV): -9338.7925
Orbital gap (spin up / spin down) (eV): 8.008 / 6.943
HOMO (spin up / spin down) (Ha): -0.27344 / -0.32514
Multiplicity: 3



# 4
Below is a molecular structure, C5H4O2S, with properties calculated with the ωB97M-V functional and the def2-TZVPD basis.

Geometry as XYZ:
```
12
Properties=species:S:1:pos:R:3:forces:R:3
C 0.98788 0.50858 -0.00289 0.5 0.0 0.1
H 1.46225 -2.09322 0.90216 -0.1 0.8 -0.9
C 0.36838 1.69544 0.00289 -0.4 -0.2 0.0
H 0.56818 2.73852 -0.00880 0.3 0.3 0.0
H -3.41839 0.60684 -0.00781 0.4 -0.4 0.0
C -1.14221 0.02526 -0.00671 -0.5 0.1 0.1
O -0.99236 1.38273 0.00630 -0.1 -0.2 -0.1
C 0.07312 -0.55385 0.00716 -0.1 0.2 -0.1
O 2.14570 -0.25077 0.00189 0.2 0.2 0.0
S -2.79038 -0.59739 0.00053 0.0 0.3 0.0
H 1.44036 -2.01155 -0.88564 0.3 -0.7 -1.2
C 1.29747 -1.45059 -0.00909 -0.4 -0.3 2.0
```
Forces are in eV/Å.

Computed properties:
Calculated total energy (eV): -20176.4891
Orbital gap (eV): 8.871
HOMO (Ha): -0.30045
Multiplicity: 1



# 5
Below is C5H4O3 in the gas phase, with properties calculated with the ωB97M-V functional and the def2-TZVPD basis.

Geometry as XYZ:
```
12
Properties=species:S:1:pos:R:3:forces:R:3
O -1.66278 -0.35403 0.52839 -0.3 0.3 0.3
H -0.26736 -0.13554 2.16646 -0.3 0.3 1.5
C 0.61167 -0.99735 0.34226 -0.8 2.6 -0.3
H 0.79293 -1.99090 0.52424 0.2 -2.4 0.2
C -0.91987 0.82752 0.23688 -0.2 1.8 1.8
C 0.79375 -0.31198 -0.98221 -0.2 -1.5 0.9
O -0.34235 1.67787 -1.89833 0.7 -1.1 -0.2
C -0.38075 -0.19614 1.13078 0.0 -1.3 -2.1
C -0.15712 0.80722 -1.07871 -1.4 2.2 0.8
H -1.28651 1.80782 0.74645 0.5 -1.8 -1.5
O 1.73095 -0.22848 0.08263 1.4 1.1 -0.3
H 1.08745 -0.90602 -1.79883 0.4 -0.3 -1.1
```
Forces are in eV/Å.

Computed properties:
Calculated total energy (eV): -11388.9133
Orbital gap (eV): 10.526
HOMO (Ha): -0.36998
Multiplicity: 1



# 6
Below is C5H4O3S in the gas phase, with properties calculated with the ωB97M-V functional and the def2-TZVPD basis.

Geometry as XYZ:
```
13
Properties=species:S:1:pos:R:3:forces:R:3
O 2.63670 1.02273 -0.49716 0.2 0.7 -0.5
C -0.04410 -2.93152 0.27284 1.1 2.4 -0.1
C 0.64601 -1.93814 0.14620 2.1 -0.2 -0.1
H 0.19438 2.10784 0.51050 0.5 -1.3 -1.2
C 1.41743 0.37871 -0.29743 1.4 -1.0 1.6
H -0.06140 1.65249 -1.31551 0.4 -0.9 2.5
O 3.03682 -1.28891 -0.28948 -0.5 -0.5 0.3
C 0.14678 1.21452 -0.21734 -0.7 1.4 -1.2
C 1.74000 -0.91748 -0.03447 -4.9 -0.6 -0.7
S 3.99645 0.01042 -0.33841 -0.3 1.0 -0.5
H -0.78936 -3.58523 0.58163 -0.7 -1.0 0.1
H -0.79648 0.69240 0.11514 1.4 -0.1 -0.6
O 4.57346 0.22414 0.94878 -0.1 0.1 0.4
```
Forces are in eV/Å.

Computed properties:
Calculated total energy (eV): -22223.4830
Orbital gap (eV): 9.581
HOMO (Ha): -0.32482
Multiplicity: 1



# 7
Below is C5H4OS2 in the gas phase, with properties calculated with the ωB97M-V functional and the def2-TZVPD basis.

Geometry as XYZ:
```
12
Properties=species:S:1:pos:R:3:forces:R:3
C 0.49471 -0.38595 -0.37468 0.2 1.9 2.0
C 1.72070 -0.57779 -0.98483 3.9 -1.3 -1.7
H 3.58683 -1.15219 -2.20449 -0.3 0.2 0.5
O -2.09121 0.76381 -1.19898 0.0 0.2 -0.9
C 0.29915 0.18911 0.82697 -3.7 -0.7 -0.7
S -2.50721 0.99770 0.17200 1.0 -0.3 1.0
H -0.31880 -0.36740 -1.01750 -1.6 -0.8 -1.0
H 0.98373 0.51427 1.51553 2.2 0.4 1.3
C 2.76271 -0.86758 -1.56708 -2.0 0.5 0.7
H -1.23442 1.16523 2.18757 0.4 0.0 0.9
S -2.60025 -0.76431 1.26629 1.7 1.1 0.5
C -1.09595 0.48509 1.37921 -1.7 -1.0 -2.4
```
Forces are in eV/Å.

Computed properties:
Calculated total energy (eV): -28963.4664
Orbital gap (eV): 8.515
HOMO (Ha): -0.32423
Multiplicity: 1



# 8
Below is a molecular structure, C5H4S2, with properties calculated with the ωB97M-V functional and the def2-TZVPD basis.

Geometry as XYZ:
```
11
Properties=species:S:1:pos:R:3:forces:R:3
H -2.54739 2.81164 -0.66328 -0.4 0.4 -0.2
C 0.16408 0.63675 0.65672 -0.1 0.6 0.3
C 1.37467 -1.19494 -0.02542 -0.1 0.1 -0.4
S -1.44229 -1.54623 -0.11383 0.6 0.2 0.2
C -0.05827 -0.79730 0.23143 -0.4 -0.3 0.0
C -0.86879 1.58223 0.22054 -0.6 0.4 -0.4
H 1.44777 -1.81020 -0.92208 0.2 0.1 0.0
S 1.79893 0.62226 -0.25199 -0.3 -0.8 0.3
H 0.40741 0.68327 1.74409 -0.4 0.1 -0.7
C -1.76140 2.24045 -0.26844 1.6 -1.1 1.0
H 1.88425 -1.70429 0.80539 -0.1 0.4 -0.1
```
Forces are in eV/Å.

Computed properties:
Calculated total energy (eV): -26917.0516
Orbital gap (eV): 8.638
HOMO (Ha): -0.33297
Multiplicity: 1